Density functional theory data (wB97M-V/def2-TZVPD) for 10 unconnected molecules or ions with the total composition C44H95Cl3F7NO23 in a non-equilibrium geometry.

Output
Energy above the lowest of the compared OMol25 structures with the same formula, charge and spin ... 0.0000 eV
Total charge ... 0
SMILES string ... C=CC(=O)OCCCCCC[C@@](CCCOC)(C[C@H](C)Cl)OC[C@@](N)(OC[C@@H](Cl)[C@H](C)Cl)C(F)(F)C(F)(F)C(F)(F)F.OCCO.OCCO.OCCO.OCCO.OCCO.OCCO.OCCO.OCCO.OCCO
DFT total energy ... -5598.16341 hartree
Gap between HOMO and LUMO ... 9.3 eV
HOMO level ... -9.0402 eV

```
173
Properties=species:S:1:pos:R:3:forces:R:3:lowdin_charge:R:1
C -6.987686 1.290841 -2.842249 -0.1 -0.2 -0.2 0.048
C -7.167327 2.612875 -2.739851 0.2 0.0 0.7 -0.072
C -6.028677 3.487452 -2.310505 0.1 -0.2 1.1 -0.499
O -4.958120 3.357343 -2.846303 -0.3 0.3 0.1 0.127
O -6.226342 4.457175 -1.371146 0.2 -0.5 -0.3 -0.002
C -6.885763 4.050126 -0.159343 -0.5 0.4 0.2 -0.190
C -6.018802 4.347644 1.046774 0.2 -0.3 0.1 -0.168
C -4.655184 3.660839 0.996317 -0.1 -0.1 -0.5 -0.188
C -4.735983 2.171990 0.666727 0.4 -0.4 0.5 -0.188
C -3.331147 1.526983 0.585899 -1.2 0.6 0.2 -0.193
C -2.698411 1.919414 -0.746549 -0.2 -0.9 0.4 -0.122
C -1.335350 1.295289 -1.078299 1.1 1.4 0.2 -0.423
C -0.522016 2.310765 -1.928254 -1.0 -0.5 -0.9 -0.109
C -1.014987 2.303220 -3.390635 0.6 0.4 0.1 -0.135
C -0.683602 3.597757 -4.143133 -0.1 -0.1 -0.5 -0.211
O 0.296982 3.418804 -5.163054 0.0 0.2 0.1 -0.196
C -0.188116 2.723361 -6.294654 0.1 -0.1 0.1 -0.120
C -0.479088 0.928207 0.159013 -0.2 -0.1 -0.5 -0.147
C 0.374146 2.011857 0.811064 0.4 -1.2 1.0 -0.622
C 1.012084 1.419767 2.104476 -0.1 0.5 -2.1 -0.114
Cl -0.551438 3.479291 1.279789 0.1 0.3 -0.3 0.693
O -1.467480 0.165030 -1.948239 0.0 -0.3 0.4 -0.088
C -2.139073 -0.933828 -1.416172 -0.4 -0.6 -0.1 -0.127
C -2.415795 -1.926773 -2.571861 -0.1 1.2 -0.6 -0.398
N -2.960666 -1.169409 -3.672176 0.4 -0.6 0.4 0.161
O -1.243072 -2.532940 -3.090954 -0.5 -0.5 0.6 -0.038
C -0.435895 -3.191311 -2.130302 0.6 0.2 -0.3 -0.229
C 0.713015 -2.282322 -1.659763 -0.1 -0.7 0.6 -0.617
Cl 0.891519 -2.642530 0.123970 0.2 -0.1 0.0 0.708
C 2.055025 -2.519056 -2.351492 0.2 0.9 0.3 -0.716
C 3.252296 -2.019332 -1.553908 0.3 -0.1 -0.3 -0.167
Cl 1.996155 -1.511232 -3.849935 -0.2 -0.3 -0.3 0.649
C -3.496016 -2.961153 -2.069959 0.3 0.5 0.0 -0.319
F -3.344743 -3.219843 -0.729116 0.0 -0.2 -0.5 0.105
F -4.736508 -2.386851 -2.186525 0.4 -0.3 0.1 0.110
C -3.530339 -4.307795 -2.849552 -0.5 -0.4 0.6 -0.320
F -2.645669 -5.165891 -2.268867 -0.2 0.5 -0.5 0.144
F -3.240153 -4.145082 -4.157948 -0.1 -0.1 0.6 0.165
C -4.933981 -5.007173 -2.756664 0.1 -0.7 -0.6 -0.490
F -5.808891 -4.453091 -3.618759 0.5 -0.3 0.9 0.167
F -4.764807 -6.309700 -3.120753 -0.3 1.0 0.3 0.149
F -5.416135 -4.979746 -1.498829 0.2 0.0 -0.9 0.167
H -6.453448 0.724370 -2.085247 1.2 0.2 -0.6 0.065
H -7.351725 0.721526 -3.692070 -1.2 -0.2 0.7 0.069
H -8.130037 3.080186 -2.923367 0.3 0.2 -1.2 0.116
H -7.825278 4.599455 -0.079588 0.0 0.1 -0.1 0.125
H -7.131775 2.990640 -0.159419 0.0 -0.1 -0.3 0.114
H -5.915313 5.421988 1.186683 0.0 0.1 0.0 0.115
H -6.560269 3.948309 1.908931 -0.1 0.1 0.1 0.119
H -4.162812 3.747279 1.965016 0.1 0.2 0.0 0.116
H -4.019697 4.150359 0.258081 0.0 0.2 0.0 0.109
H -5.309496 1.679165 1.457023 -0.1 -0.1 0.0 0.116
H -5.250388 1.949363 -0.267900 -0.1 0.2 -0.1 0.087
H -3.474129 0.453437 0.710331 0.3 -0.1 -0.1 0.086
H -2.789032 1.878382 1.461510 0.4 -0.1 -0.2 0.066
H -3.402515 1.617462 -1.525456 0.0 0.0 -0.2 0.113
H -2.668112 3.001631 -0.797580 0.3 0.1 -0.1 0.104
H 0.537123 2.060346 -1.921463 0.1 0.1 0.1 0.125
H -0.702047 3.312443 -1.553207 0.3 0.0 0.4 0.095
H -0.500364 1.496461 -3.905955 -0.3 -0.2 -0.1 0.114
H -2.086115 2.133442 -3.448559 -0.1 -0.1 0.1 0.109
H -0.314839 4.389547 -3.491878 0.2 -0.1 0.1 0.119
H -1.583598 3.991759 -4.627347 -0.1 0.0 0.1 0.115
H 0.098223 3.261167 -7.198896 0.1 0.0 0.0 0.082
H 0.241258 1.719189 -6.320931 0.0 -0.1 -0.1 0.081
H -1.275957 2.625524 -6.288843 -0.1 0.0 0.1 0.085
H -1.044961 0.408472 0.932364 -0.2 0.2 0.0 0.101
H 0.256345 0.206424 -0.206177 0.1 -0.1 0.0 0.104
H 1.209854 2.278844 0.177778 -0.3 0.6 -0.4 0.087
H 0.749580 0.366120 2.180234 0.6 0.5 -0.6 0.055
H 0.584685 1.923821 2.964706 0.7 -0.4 -3.0 -0.011
H 2.086228 1.553977 2.069794 0.1 0.0 0.2 0.067
H -3.119782 -0.672872 -1.003472 0.0 0.2 0.0 0.129
H -1.592587 -1.429037 -0.607138 0.1 0.0 0.0 0.114
H -3.530969 -0.403982 -3.343244 -0.1 0.0 -0.1 0.097
H -3.460109 -1.753453 -4.333638 0.0 0.3 -0.1 0.060
H -0.977571 -3.548198 -1.259636 -0.3 0.1 0.0 0.086
H -0.009492 -4.075602 -2.606436 0.0 0.0 -0.1 0.136
H 0.427656 -1.240001 -1.716076 0.0 0.2 -0.1 0.069
H 2.180788 -3.561951 -2.626095 -0.1 0.0 -0.2 0.101
H 4.082901 -1.802101 -2.221483 0.0 -0.1 -0.1 0.068
H 3.023157 -1.086561 -1.045944 -0.1 0.0 0.2 0.069
H 3.609242 -2.771889 -0.855455 -0.2 0.1 0.3 0.059
C -3.782918 -2.123515 -7.343102 0.1 0.2 0.2 -0.239
C -4.102699 -1.346192 -8.600146 0.3 0.0 -0.1 -0.238
O -3.510867 -0.047643 -8.534443 -0.1 0.0 0.0 -0.069
O -4.242787 -1.420594 -6.197409 -0.3 -0.1 -0.3 -0.088
H -4.261648 -3.102996 -7.354189 0.0 0.0 0.0 0.122
H -2.696700 -2.260826 -7.254473 0.0 -0.1 -0.1 0.124
H -5.176960 -1.187605 -8.683697 0.0 0.0 0.0 0.124
H -3.749725 -1.877005 -9.489518 -0.1 -0.1 0.0 0.120
H -2.556332 -0.150819 -8.608064 0.0 0.0 0.0 0.091
H -4.072891 -0.485010 -6.371632 0.1 0.0 0.1 0.087
C 6.010717 1.613271 0.558446 -0.2 -0.3 0.1 -0.244
C 4.861251 2.562457 0.807695 0.1 0.1 0.2 -0.219
O 4.112949 2.141645 1.955227 0.2 0.0 -0.1 -0.094
O 5.525655 0.286224 0.377815 0.0 0.1 -0.2 -0.070
H 6.566478 1.895100 -0.333439 0.1 0.0 0.0 0.105
H 6.697659 1.617734 1.414854 0.1 0.2 -0.1 0.121
H 4.167208 2.543131 -0.032325 0.0 0.0 0.0 0.123
H 5.219572 3.585450 0.952618 0.0 0.0 -0.1 0.122
H 4.656868 2.290833 2.735743 0.0 0.0 0.0 0.097
H 4.799698 0.177352 1.004406 0.0 -0.1 0.0 0.071
C -0.563895 0.209678 3.992110 -0.7 -0.3 0.4 -0.247
C 0.145935 1.322521 4.728070 -0.4 0.1 1.5 -0.226
O -0.778883 2.012829 5.566615 0.0 -0.1 0.1 -0.054
O -1.643284 0.732878 3.221262 0.3 -0.1 0.0 -0.068
H 0.117195 -0.307396 3.315354 -0.6 -0.3 0.7 0.081
H -0.969880 -0.510019 4.705414 0.1 0.0 0.1 0.111
H 0.533753 2.057136 4.022429 -0.4 0.1 2.8 0.070
H 0.973055 0.927073 5.325919 0.1 -0.1 -0.1 0.136
H -1.021650 1.415214 6.286771 -0.2 0.0 0.1 0.060
H -2.038062 1.431032 3.759032 0.0 0.0 0.0 0.092
C 1.876438 -3.928980 4.340226 -0.1 0.3 -0.2 -0.244
C 1.871491 -2.893629 5.439906 -0.3 -0.2 0.2 -0.217
O 0.660600 -2.135341 5.326350 0.3 0.0 0.2 -0.089
O 1.773450 -3.262543 3.090466 0.2 -0.2 -0.1 -0.114
H 2.789823 -4.522802 4.340075 0.0 0.0 0.0 0.118
H 1.017585 -4.601971 4.463296 0.1 -0.1 0.1 0.123
H 2.697906 -2.196164 5.310423 0.0 0.1 0.0 0.126
H 1.943740 -3.351852 6.430665 0.1 0.0 0.0 0.121
H -0.065558 -2.713602 5.584790 -0.1 0.1 0.0 0.099
H 1.178096 -2.515485 3.232890 -0.1 0.0 0.0 0.052
C 3.656170 -6.376125 1.604390 -0.3 -0.1 0.1 -0.246
C 3.801847 -6.098993 0.126655 -0.1 0.2 -0.1 -0.234
O 2.512857 -5.982945 -0.476592 0.0 -0.1 -0.1 -0.083
O 2.903970 -7.561319 1.824252 0.2 0.0 0.0 -0.066
H 4.632089 -6.506278 2.074112 0.0 0.0 0.0 0.123
H 3.138162 -5.535752 2.080901 0.1 0.2 0.0 0.100
H 4.299168 -6.930812 -0.370908 0.0 0.0 0.0 0.124
H 4.379942 -5.184423 -0.041935 0.1 -0.1 0.0 0.114
H 2.108409 -5.169053 -0.155397 -0.1 0.1 0.1 0.041
H 2.207110 -7.562701 1.156153 0.0 0.0 0.0 0.077
C -5.492741 -3.400870 2.898447 0.0 0.2 0.2 -0.250
C -5.861941 -2.554720 1.700056 0.2 0.0 -0.2 -0.230
O -5.273244 -1.256985 1.815718 -0.1 0.0 0.0 -0.076
O -5.913075 -2.777600 4.102329 -0.1 -0.1 0.0 -0.068
H -5.968415 -4.380357 2.842689 0.0 0.0 0.0 0.121
H -4.402967 -3.537111 2.935953 0.0 -0.1 -0.2 0.117
H -6.939464 -2.398859 1.663730 0.0 0.0 0.0 0.126
H -5.537411 -3.031906 0.769905 -0.1 -0.1 0.0 0.102
H -4.320913 -1.357296 1.704656 0.0 0.1 0.0 0.077
H -5.754373 -1.832583 3.984025 0.0 0.0 0.0 0.076
C 9.311974 2.184818 -2.282474 -0.3 -0.2 0.0 -0.251
C 10.283526 1.265774 -2.983489 -0.1 -0.1 -0.2 -0.234
O 9.719572 -0.043741 -3.113029 0.1 0.0 0.1 -0.071
O 8.979095 1.666241 -0.997477 0.2 0.1 0.0 -0.077
H 9.741309 3.170871 -2.141890 0.0 0.0 0.0 0.098
H 8.388776 2.277767 -2.872607 0.1 0.0 -0.1 0.121
H 11.188380 1.152911 -2.388888 0.0 0.0 0.0 0.122
H 10.549558 1.656898 -3.970076 0.1 0.1 0.1 0.122
H 9.002899 0.003899 -3.753751 0.0 0.0 0.0 0.089
H 8.910661 0.708337 -1.104490 0.0 0.0 0.0 0.085
C -2.312765 -0.166845 9.068711 -0.2 0.1 -0.2 -0.241
C -2.317227 0.878878 10.161822 -0.2 -0.1 0.1 -0.239
O -3.515648 1.652071 10.092802 0.1 0.0 -0.1 -0.067
O -2.436554 0.448732 7.793431 0.2 0.1 -0.1 -0.076
H -1.385405 -0.739860 9.078619 0.0 0.0 0.0 0.121
H -3.156272 -0.855701 9.206029 0.1 -0.1 0.1 0.119
H -1.494529 1.577952 10.018301 0.0 0.0 0.0 0.125
H -2.223989 0.415396 11.148613 0.1 0.0 0.0 0.120
H -4.249631 1.090801 10.363144 0.0 0.0 0.0 0.092
H -3.058466 1.179876 7.907637 0.0 0.0 0.0 0.087
C 12.032042 4.652714 0.012597 -0.1 -0.3 0.0 -0.240
C 11.105215 5.262892 1.041636 0.1 -0.1 0.2 -0.239
O 10.615596 4.254253 1.925979 -0.1 0.0 -0.1 -0.068
O 11.365123 3.639743 -0.725132 0.0 0.2 0.1 -0.086
H 12.380879 5.407596 -0.692597 0.0 0.0 0.0 0.121
H 12.902522 4.207155 0.513355 0.1 0.2 0.0 0.118
H 10.230563 5.690908 0.553718 0.0 0.0 0.0 0.124
H 11.615157 6.045792 1.611796 0.0 0.1 -0.1 0.118
H 11.347838 3.961648 2.477900 0.0 0.0 0.0 0.090
H 10.797731 3.165257 -0.098753 0.0 -0.1 -0.1 0.072
```
Positions in Å, forces in eV/Å.